Record 1
Molecular formula: C25H60AgN4NiO11
Method: DFT, ωB97M-V/def2-TZVPD

XYZ file:
```
102
Properties=species:S:1:pos:R:3:forces:R:3:lowdin_charge:R:1
Ag 1.464 2.356 -3.983 -0.176 0.545 0.711 0.887
Ni 2.778 0.349 -1.594 -1.442 1.959 2.948 0.863
C 0.790 1.903 -1.232 2.610 -2.022 -6.262 -0.952
O 0.108 2.116 -2.228 -7.807 2.007 -1.881 -0.097
O 0.950 0.784 -0.787 -3.149 -7.782 6.052 -0.040
O 1.942 2.275 -1.483 9.548 5.737 -0.433 -0.132
C -7.661 -1.586 -2.404 -1.186 -1.390 1.267 -0.113
O -6.370 -1.136 -2.595 1.262 1.682 -1.490 -0.204
C -6.327 -0.435 -3.848 0.628 -0.364 0.317 -0.173
C -4.960 0.259 -3.959 -2.351 -0.650 -0.095 -0.114
N -4.904 1.229 -2.941 4.475 -0.161 0.876 0.205
C -3.566 1.875 -2.882 -1.314 1.843 -0.035 -0.094
C -3.745 3.180 -2.072 0.001 0.650 0.797 -0.166
O -4.226 2.992 -0.720 0.564 -1.595 -1.399 -0.160
C -3.280 2.303 0.143 0.382 1.423 0.836 -0.076
H -7.659 -2.007 -1.398 -0.294 -0.013 -0.020 0.106
H -7.918 -2.394 -3.089 0.000 -0.047 -0.237 0.102
H -8.438 -0.825 -2.463 0.134 0.319 -0.058 0.100
H -7.103 0.330 -3.839 -0.185 0.058 -0.247 0.132
H -6.497 -1.137 -4.665 0.004 0.087 -0.178 0.136
H -4.777 0.790 -4.893 -0.107 -0.285 -0.286 0.159
H -4.147 -0.446 -3.785 0.341 -0.255 0.001 0.143
H -5.299 1.091 -2.021 -1.020 0.001 0.397 0.177
H -3.324 2.060 -3.929 0.119 0.414 0.013 0.135
H -2.692 1.339 -2.513 -0.482 -0.995 0.560 0.120
H -4.434 3.813 -2.631 -0.520 -0.086 0.460 0.130
H -2.851 3.802 -2.029 0.540 -0.495 -0.160 0.130
H -3.748 2.175 1.120 -0.385 -0.107 -0.308 0.089
H -2.451 2.979 0.350 0.131 0.301 -0.142 0.073
H -2.781 1.370 -0.120 -0.696 -0.368 -0.867 0.069
C 2.507 -2.772 -1.749 -0.556 -0.963 -1.302 -0.054
O 3.011 -1.571 -1.232 1.054 1.095 0.934 -0.254
C 3.485 -1.642 0.127 1.258 -0.351 2.002 -0.135
C 4.535 -0.568 0.492 -0.715 -1.079 -0.776 -0.147
N 3.890 0.695 0.167 2.413 -0.140 -2.433 -0.067
C 4.920 1.697 -0.198 0.265 1.104 0.926 -0.137
C 5.900 2.077 1.013 -1.118 -0.207 -0.963 -0.182
O 6.822 1.093 1.356 0.394 -0.329 -0.484 -0.204
C 7.851 0.871 0.388 -0.362 -1.249 0.760 -0.075
H 3.289 -3.434 -2.120 0.333 0.133 0.236 0.109
H 1.924 -2.489 -2.625 -0.251 -0.170 0.115 0.099
H 1.895 -3.344 -1.051 -0.072 0.379 0.191 0.101
H 3.946 -2.611 0.318 -0.264 -0.235 -0.282 0.140
H 2.693 -1.486 0.861 -0.581 -0.278 -0.353 0.124
H 5.454 -0.748 -0.066 -0.052 0.309 -0.262 0.127
H 4.815 -0.556 1.545 -0.267 -0.586 -0.145 0.100
H 3.474 1.048 1.017 -1.375 0.369 0.574 0.067
H 4.301 2.528 -0.537 0.465 0.625 0.294 0.104
H 5.532 1.424 -1.058 -0.084 -0.539 -0.063 0.111
H 5.293 2.192 1.911 -0.107 0.407 -0.073 0.114
H 6.445 2.992 0.778 -0.274 0.329 -0.100 0.127
H 8.518 0.183 0.909 0.529 0.529 -0.046 0.101
H 8.329 1.773 0.007 -0.004 0.057 0.215 0.102
H 7.490 0.239 -0.423 -0.265 0.309 -0.484 0.070
C -4.284 -3.764 -3.850 0.970 0.633 0.419 -0.074
O -3.056 -3.210 -3.353 -0.197 0.694 1.212 -0.217
C -3.167 -2.500 -2.063 1.030 0.101 -1.834 -0.154
C -1.838 -1.686 -1.975 0.476 0.021 1.768 -0.172
N -1.526 -1.156 -0.603 -1.291 -1.083 -0.379 -0.069
C -1.116 -2.246 0.303 0.273 1.755 1.510 -0.154
C -0.752 -1.540 1.684 -0.281 -1.343 -1.094 -0.223
O -0.718 -2.476 2.729 -0.127 0.424 0.751 -0.183
C -0.325 -1.823 3.976 0.391 -1.263 -1.368 -0.043
H -4.021 -4.167 -4.828 -0.252 -0.238 0.189 0.097
H -5.005 -2.956 -3.970 -0.330 -0.083 -0.010 0.057
H -4.658 -4.512 -3.150 -0.180 -0.166 -0.223 0.097
H -3.313 -3.190 -1.232 0.215 -0.121 -0.028 0.118
H -4.038 -1.845 -2.096 -0.090 0.120 0.107 0.084
H -1.779 -0.830 -2.647 -0.415 -0.065 -0.285 0.093
H -0.985 -2.323 -2.210 -0.187 -0.507 -0.649 0.101
H -0.770 -0.488 -0.644 0.201 0.144 -0.290 0.051
H -0.233 -2.756 -0.082 0.135 -0.345 -0.025 0.096
H -1.911 -2.970 0.483 0.006 0.118 -0.083 0.116
H -1.490 -0.757 1.859 -0.186 0.148 0.089 0.104
H 0.231 -1.077 1.595 0.311 0.329 -0.164 0.092
H -0.976 -0.967 4.157 0.149 0.005 0.300 0.086
H 0.730 -1.579 3.854 0.066 0.671 0.084 0.064
H -0.314 -2.583 4.757 -0.613 0.154 -0.008 0.097
C 4.722 -1.867 3.672 0.361 0.855 -0.987 -0.071
O 3.588 -1.036 3.433 -1.027 -2.357 -1.371 -0.226
C 3.673 0.263 3.874 0.514 -0.029 1.307 -0.240
C 2.372 1.043 3.707 1.166 -0.102 -0.534 -0.139
N 2.152 1.412 2.283 -0.014 0.158 0.435 -0.055
C 1.399 2.679 2.102 -0.895 -1.648 0.710 -0.136
C -0.136 2.446 2.133 1.275 0.511 0.877 -0.212
O -0.544 2.167 3.475 0.707 0.039 -1.153 -0.178
C -1.938 2.043 3.551 -0.052 0.483 0.839 -0.114
H 5.615 -1.258 3.534 0.351 0.211 0.632 0.090
H 4.836 -2.545 2.827 -0.549 -0.479 0.205 0.082
H 4.732 -2.400 4.623 -0.215 0.196 0.021 0.103
H 4.537 0.722 3.394 0.038 0.657 -0.206 0.105
H 3.949 0.132 4.920 -0.168 0.929 0.548 0.133
H 2.561 1.952 4.278 -0.426 0.081 0.056 0.127
H 1.539 0.476 4.122 0.000 0.208 0.143 0.108
H 1.592 0.676 1.877 -0.088 -0.217 -0.273 0.074
H 1.624 3.150 1.145 0.393 0.104 0.116 0.104
H 1.689 3.254 2.981 -0.196 0.710 -0.468 0.123
H -0.428 1.624 1.479 0.017 -0.261 -0.219 0.097
H -0.547 3.369 1.725 -0.648 0.227 0.254 0.116
H -2.376 3.021 3.357 -0.403 -0.005 -0.329 0.094
H -2.172 1.812 4.590 -0.074 -0.238 -0.104 0.100
H -2.321 1.269 2.886 -0.132 -0.064 -0.109 0.069
```
Forces are in eV/Å.

Properties
- total energy (hartree) = -3689.535491
- HOMO level (alpha / beta) (eV) = -13.21 / -13.21
- 2S+1 = 4
- Kohn-Sham gap (alpha / beta) (eV) = 6.020 / 4.306
- energy relative to the best compared isomer or geometry (same formula, charge and spin) (kcal/mol) = 101.2
- ⟨S²⟩ = 3.767
- charge = +2


Record 2
Molecular formula: C25H62N6O9Y
Method: DFT, ωB97M-V/def2-TZVPD

XYZ file:
```
103
Properties=species:S:1:pos:R:3:forces:R:3:lowdin_charge:R:1
C 13.084 -7.314 11.902 0.440 -0.708 0.783 -0.024
C 13.451 -8.823 11.623 -0.498 1.210 -0.611 -0.229
C 13.238 -9.150 10.135 1.554 1.338 -0.508 -0.208
O 13.580 -10.439 9.812 0.017 -1.176 2.393 -0.189
C 13.351 -10.863 8.527 -0.257 -0.613 -1.748 -0.108
N 14.929 -9.035 12.007 -0.590 -0.316 0.095 0.219
H 15.413 -9.835 11.624 -0.193 -0.690 -1.087 0.139
H 15.529 -8.235 11.866 -0.031 0.562 -0.213 0.153
H 14.996 -9.311 12.976 -0.132 0.146 0.979 0.062
H 13.633 -6.595 11.293 -0.262 -0.273 -0.569 0.093
H 13.340 -6.992 12.911 0.283 -0.467 0.333 0.076
H 12.010 -7.126 11.908 0.040 -0.240 -0.672 0.098
H 12.885 -9.490 12.273 0.084 -0.027 -0.052 0.153
H 13.979 -8.562 9.594 0.186 0.940 -0.063 0.137
H 12.303 -8.783 9.712 -0.566 -0.337 0.529 0.150
H 14.091 -10.524 7.802 0.240 0.456 0.078 0.093
H 12.374 -10.556 8.155 -0.207 -0.086 0.056 0.110
H 13.431 -11.950 8.510 -0.268 0.115 0.070 0.067
Y 17.046 -9.851 15.324 -2.137 -3.951 -0.405 1.552
C 14.650 -13.293 14.580 0.837 -0.837 -0.797 -0.057
C 15.610 -12.701 13.437 -1.475 0.365 2.011 -0.333
O 16.096 -11.422 13.802 0.950 2.652 0.954 -0.506
H 14.368 -14.311 14.310 0.530 -0.423 -0.096 0.065
H 13.635 -12.934 14.753 0.181 1.214 -0.473 0.048
H 15.135 -13.343 15.555 0.213 0.062 -0.142 0.031
H 14.988 -12.678 12.542 0.047 0.331 -0.339 0.072
H 16.461 -13.347 13.219 -0.091 -0.338 0.297 0.092
C 10.095 -12.009 15.034 -1.431 -1.033 -1.301 -0.090
O 8.935 -12.710 15.555 3.247 -0.313 -1.277 -0.164
C 7.976 -11.877 16.088 0.202 -0.008 0.114 -0.236
C 7.066 -12.757 16.872 -2.555 0.957 2.639 -0.267
O 6.146 -13.570 16.206 -1.289 -1.571 0.296 -0.182
C 5.146 -14.233 17.172 1.826 0.780 -1.968 -0.008
H 10.801 -12.706 14.583 0.034 -0.597 0.728 0.065
H 10.627 -11.324 15.693 -0.349 0.044 0.453 0.065
H 9.773 -11.519 14.115 -0.164 0.888 0.103 0.083
H 7.484 -11.248 15.346 -0.472 -0.318 -0.416 0.134
H 8.513 -11.146 16.692 -0.355 0.114 0.917 0.115
H 6.445 -12.099 17.480 -0.363 1.141 -0.084 0.113
H 7.449 -13.253 17.763 1.438 -0.713 -0.502 0.124
H 5.697 -14.875 17.859 0.051 0.362 0.291 0.081
H 4.536 -14.902 16.564 0.061 0.357 -0.158 0.083
H 4.534 -13.458 17.634 0.167 -0.077 0.164 0.084
C 14.619 -9.473 17.775 -2.604 -0.263 3.188 -0.274
O 15.582 -9.813 17.107 1.734 -0.247 -2.080 -0.202
N 13.688 -10.298 18.313 0.447 -0.536 -0.769 -0.105
C 12.447 -9.765 18.951 0.239 0.505 -1.015 -0.009
C 13.605 -11.760 17.916 0.329 0.374 -1.576 0.011
H 14.516 -8.450 18.169 -0.073 -0.034 -0.392 0.159
H 12.405 -8.688 19.110 1.028 0.112 0.139 0.094
H 12.240 -10.229 19.916 -0.144 -0.361 -0.477 0.107
H 11.711 -9.834 18.150 -0.658 -0.800 0.594 0.092
H 14.550 -12.175 17.566 0.549 0.346 1.123 0.049
H 13.045 -12.463 18.532 0.348 0.726 0.782 0.110
H 13.142 -11.903 16.940 -0.857 0.827 -0.148 0.073
C 20.677 -15.211 15.434 1.086 -1.872 1.428 -0.257
O 21.579 -15.445 16.304 -3.407 0.440 -3.230 -0.035
N 19.890 -16.137 14.700 1.645 0.768 0.029 -0.189
C 18.863 -15.781 13.714 0.066 0.449 0.791 -0.067
C 20.145 -17.555 14.769 -0.088 -0.949 2.127 -0.070
H 20.362 -14.177 15.223 0.026 -0.017 -0.130 0.111
H 17.922 -16.211 14.058 -0.243 0.268 0.121 0.084
H 18.977 -16.180 12.707 0.762 -0.129 0.076 0.091
H 18.802 -14.695 13.637 -0.181 0.035 0.055 0.067
H 20.576 -18.098 13.928 0.072 0.668 -0.274 0.101
H 20.714 -17.765 15.675 0.800 0.308 -0.301 0.088
H 19.254 -18.092 15.096 -0.660 0.113 -0.652 0.089
C 17.230 -12.834 17.340 1.969 -1.085 1.055 -0.250
O 17.122 -11.908 16.529 0.226 0.827 -0.378 -0.195
N 18.392 -13.205 17.941 -0.999 2.668 -1.374 -0.152
C 18.414 -14.166 18.964 0.010 -2.370 1.301 -0.061
C 19.556 -12.278 17.938 -0.606 -0.419 -0.926 0.003
H 16.386 -13.481 17.628 0.057 0.156 -0.248 0.145
H 17.429 -14.600 19.139 -0.115 0.235 0.036 0.100
H 18.827 -13.831 19.915 -0.238 0.577 -0.060 0.109
H 19.041 -15.024 18.720 0.185 0.037 -0.392 0.106
H 19.412 -11.566 18.750 0.463 -0.195 0.190 0.107
H 20.470 -12.872 17.951 -0.034 0.132 0.504 0.106
H 19.594 -11.718 17.003 -0.184 -0.079 -0.022 0.064
C 16.962 -14.648 8.129 0.127 -0.994 -1.534 -0.356
O 17.296 -15.108 7.051 0.066 -0.017 0.953 0.031
N 16.457 -13.412 8.274 0.482 0.468 1.905 -0.156
C 16.570 -12.462 7.168 0.078 0.664 -0.146 -0.041
C 16.187 -12.938 9.698 -0.927 0.924 -2.426 -0.036
H 16.957 -15.218 9.071 0.146 -0.146 -0.018 0.131
H 17.284 -11.660 7.356 -0.079 0.229 0.633 0.088
H 15.614 -12.016 6.891 -0.113 -0.041 0.244 0.069
H 16.983 -12.859 6.241 -0.252 -0.912 0.407 0.095
H 16.888 -12.173 10.031 0.262 -0.048 -0.103 0.079
H 15.217 -12.471 9.524 -0.019 0.403 0.801 0.037
H 16.033 -13.662 10.498 0.399 -0.572 -0.679 0.068
C 11.963 -16.123 9.801 -0.046 -3.415 2.233 -0.271
O 11.687 -17.292 10.196 0.451 3.503 -1.541 -0.009
N 11.952 -15.041 10.624 -0.223 -0.029 -0.133 -0.205
C 12.673 -13.882 10.218 0.896 0.012 0.354 -0.086
C 11.454 -15.067 11.988 -0.044 -0.439 -0.583 -0.028
H 12.391 -15.867 8.820 -0.364 -0.361 -0.136 0.134
H 13.623 -13.845 10.750 0.337 0.022 0.287 0.066
H 12.184 -12.946 10.491 -0.388 0.038 -0.506 0.088
H 12.973 -13.990 9.175 -0.432 0.401 -0.123 0.082
H 12.226 -15.135 12.755 0.437 0.064 -0.124 0.077
H 10.913 -14.131 12.128 -0.376 -0.218 0.265 0.082
H 10.858 -15.974 12.088 -0.312 0.324 0.073 0.097
```
Forces are in eV/Å.

Properties
- total energy (hartree) = -2033.033915
- HOMO level (alpha / beta) (eV) = -12.27 / -12.49
- 2S+1 = 2
- Kohn-Sham gap (alpha / beta) (eV) = 6.105 / 5.678
- ⟨S²⟩ = 0.751
- charge = +2


What is the ⟨S²⟩ in the second record?
0.751


Which of these has the lowest total energy?
C25H60AgN4NiO11


What is the formula in the second record?
C25H62N6O9Y